(1)
A cluster of 18 separate species, C62H173N13O18 in total, computed with the ωB97M-V functional and the def2-TZVPD basis.

As for the LUMO energy: 0.417 eV. Its total energy is -4531.5475 hartree. The energy above the lowest of the compared OMol25 structures with the same formula, charge and spin comes out at 120.1 kcal per mole. The frontier orbital gap is 0.328 hartree.

Each line ends with the Löwdin charge.
Atoms and positions in Å:
C  3.055  -2.136  -4.313  -0.08
C  2.872  -2.547  -5.759  -0.30
O  3.437  -1.588  -6.690  -0.09
H  2.759  -2.991  -3.704  0.08
H  2.521  -1.234  -4.016  0.06
H  4.140  -2.043  -4.274  0.08
H  1.825  -2.611  -6.056  0.09
H  3.311  -3.543  -5.816  0.11
H  3.600  -2.075  -7.501  0.08
C  1.032  1.763  1.450  -0.06
C  0.175  0.752  0.667  -0.33
O  -0.590  -0.159  1.392  -0.07
H  1.995  1.299  1.661  0.04
H  0.639  1.928  2.453  0.07
H  1.090  2.629  0.790  0.07
H  0.778  0.203  -0.056  0.09
H  -0.424  1.331  -0.037  0.09
H  -1.481  -0.170  1.034  0.04
C  -3.305  1.554  -1.452  -0.08
C  -3.871  0.924  -0.258  -0.35
O  -3.248  -0.280  0.058  -0.10
H  -2.216  1.595  -1.472  0.06
H  -3.689  2.569  -1.353  0.08
H  -3.709  0.976  -2.283  0.07
H  -4.937  0.707  -0.202  0.12
H  -3.569  1.640  0.507  0.11
H  -3.876  -0.977  0.260  0.03
C  1.422  -0.295  4.522  -0.07
C  2.198  -1.231  3.591  -0.31
O  3.036  -1.888  4.477  -0.12
H  1.044  -0.831  5.393  0.07
H  0.531  0.075  4.014  0.05
H  2.040  0.485  4.968  0.09
H  2.784  -0.681  2.855  0.09
H  1.680  -2.050  3.092  0.10
H  2.651  -1.985  5.351  0.07
C  3.987  -0.147  -0.736  -0.07
C  4.519  0.482  -1.997  -0.35
O  3.542  1.248  -2.605  -0.06
H  3.547  0.490  0.032  0.06
H  4.790  -0.382  -0.038  0.05
H  3.358  -0.997  -0.999  0.07
H  4.821  -0.379  -2.593  0.10
H  5.443  1.021  -1.784  0.10
H  3.981  1.464  -3.431  0.09
C  0.322  -4.492  5.008  -0.07
C  1.150  -5.715  5.316  -0.38
C  2.486  -5.469  6.037  -0.24
O  2.230  -5.307  7.393  -0.21
C  3.476  -5.099  8.151  -0.05
N  0.280  -6.613  6.150  0.05
H  -0.491  -4.699  4.312  0.07
H  0.793  -3.677  4.459  0.05
H  -0.086  -4.048  5.916  0.08
H  1.444  -6.165  4.368  0.11
H  3.025  -4.594  5.672  0.11
H  3.216  -6.263  5.876  0.12
H  4.000  -4.238  7.737  0.08
H  4.159  -5.913  7.907  0.08
H  3.258  -5.036  9.217  0.09
H  0.350  -6.219  7.078  0.06
H  0.506  -7.597  6.139  0.07
C  2.736  5.094  -2.329  -0.04
C  3.023  6.523  -2.869  -0.39
C  3.421  6.462  -4.418  -0.16
O  4.121  7.631  -4.879  -0.18
C  5.441  7.776  -4.357  -0.11
N  1.815  7.273  -2.674  0.04
H  3.602  4.434  -2.376  0.06
H  2.019  4.442  -2.830  0.04
H  2.298  5.120  -1.331  0.07
H  3.801  7.057  -2.324  0.12
H  2.529  6.292  -5.022  0.11
H  3.974  5.536  -4.574  0.11
H  5.446  8.189  -3.349  0.08
H  6.172  8.393  -4.879  0.08
H  5.964  6.820  -4.321  0.08
H  2.059  7.991  -3.342  0.07
H  0.953  6.925  -3.069  0.03
C  -8.021  -2.638  4.725  -0.05
C  -7.051  -2.470  3.586  -0.44
C  -6.140  -1.255  3.774  -0.22
O  -6.746  0.008  3.728  -0.17
C  -7.245  0.401  2.478  -0.11
N  -6.252  -3.666  3.522  0.04
H  -8.339  -3.680  4.719  0.08
H  -8.922  -2.058  4.523  0.08
H  -7.656  -2.380  5.719  0.08
H  -7.470  -2.323  2.591  0.14
H  -5.301  -1.181  3.083  0.11
H  -5.527  -1.394  4.665  0.10
H  -8.308  0.209  2.329  0.09
H  -6.656  0.067  1.624  0.08
H  -7.077  1.477  2.523  0.09
H  -5.779  -3.888  4.386  0.02
H  -7.015  -4.313  3.384  0.07
C  0.739  0.186  -8.405  -0.05
C  0.797  1.296  -7.358  -0.42
C  0.525  0.882  -5.884  -0.16
O  0.817  2.044  -5.111  -0.22
C  0.600  1.926  -3.707  -0.09
N  2.113  1.900  -7.528  0.04
H  -0.172  -0.402  -8.295  0.06
H  1.620  -0.456  -8.409  0.07
H  0.608  0.722  -9.346  0.08
H  0.128  2.108  -7.645  0.13
H  1.183  0.093  -5.521  0.11
H  -0.497  0.509  -5.952  0.10
H  1.283  2.525  -3.105  0.06
H  0.775  0.889  -3.419  0.07
H  -0.379  2.314  -3.428  0.08
H  2.335  2.530  -6.770  0.06
H  2.726  1.175  -7.184  0.06
C  -2.871  -3.183  2.137  -0.03
C  -3.393  -3.602  0.701  -0.37
C  -3.635  -5.123  0.592  -0.17
O  -4.523  -5.364  -0.520  -0.20
C  -4.812  -6.700  -0.715  -0.14
N  -4.647  -2.884  0.662  0.04
H  -3.566  -3.550  2.892  0.05
H  -2.960  -2.104  2.259  0.06
H  -1.898  -3.595  2.405  0.07
H  -2.919  -3.441  -0.268  0.13
H  -4.078  -5.533  1.500  0.13
H  -2.699  -5.640  0.382  0.12
H  -4.133  -7.231  -1.381  0.09
H  -5.817  -6.942  -1.061  0.09
H  -4.720  -7.281  0.203  0.08
H  -5.054  -2.874  1.586  0.03
H  -5.063  -3.662  0.170  0.05
C  1.208  -7.537  1.000  -0.04
C  1.524  -6.130  0.359  -0.37
C  2.533  -5.189  1.208  -0.21
O  3.822  -5.712  1.113  -0.21
C  4.910  -4.806  1.421  -0.06
N  2.189  -6.365  -0.936  0.02
H  0.240  -7.949  0.712  0.07
H  1.254  -7.357  2.074  0.05
H  2.043  -8.209  0.803  0.07
H  0.606  -5.584  0.142  0.12
H  2.242  -5.033  2.247  0.10
H  2.452  -4.165  0.843  0.11
H  5.801  -5.422  1.549  0.09
H  4.742  -4.392  2.415  0.07
H  4.999  -3.905  0.814  0.08
H  2.463  -5.471  -1.318  0.06
H  2.998  -6.807  -0.523  0.05
C  -3.115  -2.301  -6.634  -0.07
C  -1.720  -2.214  -6.040  -0.39
C  -1.724  -1.529  -4.589  -0.15
O  -0.387  -1.609  -4.049  -0.22
C  -0.244  -1.464  -2.659  -0.11
N  -1.059  -3.562  -6.071  0.05
H  -3.865  -2.694  -5.949  0.07
H  -3.153  -2.901  -7.543  0.08
H  -3.356  -1.278  -6.923  0.08
H  -1.094  -1.549  -6.635  0.09
H  -2.336  -2.049  -3.851  0.11
H  -2.122  -0.532  -4.775  0.11
H  -0.443  -0.481  -2.231  0.07
H  0.738  -1.860  -2.400  0.08
H  -0.928  -2.155  -2.166  0.08
H  -0.199  -3.507  -5.544  0.04
H  -1.620  -4.147  -5.468  0.06
C  -3.927  -3.550  8.185  -0.07
C  -4.435  -3.069  6.818  -0.38
C  -3.291  -2.558  5.914  -0.20
O  -2.646  -1.435  6.518  -0.19
C  -2.397  -0.345  5.579  -0.06
N  -5.006  -4.297  6.200  0.03
H  -3.226  -4.382  8.261  0.08
H  -4.788  -3.613  8.850  0.08
H  -3.334  -2.725  8.578  0.07
H  -5.200  -2.320  7.021  0.14
H  -3.747  -2.259  4.970  0.08
H  -2.527  -3.297  5.671  0.12
H  -1.988  0.475  6.170  0.08
H  -3.339  0.030  5.178  0.09
H  -1.543  -0.564  4.938  0.07
H  -5.628  -4.681  6.897  0.08
H  -4.269  -4.988  6.210  0.08
C  7.258  3.923  -2.042  -0.07
C  6.773  4.627  -0.762  -0.40
C  5.688  3.832  0.049  -0.19
O  5.078  4.520  1.184  -0.18
C  4.395  3.632  2.076  -0.09
N  7.993  4.878  0.050  0.03
H  6.471  3.651  -2.745  0.06
H  7.752  2.965  -1.882  0.07
H  7.879  4.544  -2.687  0.07
H  6.181  5.531  -0.900  0.13
H  6.246  2.946  0.352  0.11
H  5.031  3.307  -0.644  0.10
H  4.987  2.787  2.429  0.07
H  3.533  3.279  1.511  0.06
H  4.031  4.134  2.973  0.09
H  7.556  5.366  0.819  0.06
H  8.496  4.070  0.388  0.07
C  5.742  -0.314  2.924  -0.02
C  7.043  -0.764  3.773  -0.39
C  7.452  0.253  4.876  -0.23
O  7.985  1.443  4.352  -0.19
C  8.409  2.378  5.341  -0.10
N  6.947  -2.108  4.247  0.03
H  4.797  -0.048  3.398  0.06
H  5.569  -0.833  1.981  0.05
H  6.104  0.662  2.601  0.05
H  7.961  -0.695  3.190  0.13
H  8.274  -0.070  5.515  0.12
H  6.614  0.325  5.569  0.12
H  9.127  2.028  6.082  0.08
H  7.511  2.742  5.840  0.09
H  8.902  3.260  4.933  0.08
H  7.365  -2.361  5.131  0.07
H  5.980  -2.318  4.450  0.05
C  1.277  5.836  1.881  -0.06
C  0.162  6.241  0.914  -0.44
C  -1.264  6.256  1.580  -0.17
O  -1.667  4.949  2.057  -0.21
C  -2.343  4.922  3.317  -0.11
N  0.420  7.580  0.390  0.05
H  2.232  6.141  1.453  0.07
H  1.263  4.779  2.143  0.06
H  1.141  6.341  2.838  0.08
H  0.094  5.448  0.170  0.11
H  -1.953  6.559  0.792  0.10
H  -1.227  6.919  2.445  0.12
H  -1.644  5.048  4.144  0.09
H  -2.924  4.000  3.341  0.08
H  -3.152  5.642  3.439  0.08
H  -0.347  7.811  -0.226  0.06
H  1.277  7.645  -0.140  0.04
C  -0.480  4.529  -5.253  -0.06
C  -1.225  5.764  -4.794  -0.41
C  -1.675  5.682  -3.275  -0.12
O  -2.755  6.565  -2.801  -0.18
C  -3.706  5.945  -2.020  -0.16
N  -0.477  6.964  -5.062  0.04
H  -1.063  3.612  -5.170  0.08
H  0.427  4.340  -4.679  0.06
H  -0.189  4.470  -6.302  0.08
H  -2.192  5.802  -5.295  0.13
H  -0.803  5.963  -2.685  0.10
H  -1.874  4.649  -2.991  0.11
H  -3.351  5.613  -1.044  0.08
H  -4.201  5.081  -2.464  0.08
H  -4.565  6.606  -1.912  0.09
H  -0.211  7.002  -6.035  0.08
H  -0.865  7.864  -4.817  0.09
C  -8.360  -1.189  -5.706  -0.06
C  -7.850  -0.280  -4.564  -0.42
C  -6.563  -0.682  -3.888  -0.23
O  -6.665  -1.911  -3.250  -0.18
C  -5.500  -2.290  -2.474  -0.07
N  -7.664  0.983  -5.207  0.01
H  -7.743  -1.256  -6.602  0.07
H  -9.254  -0.721  -6.120  0.07
H  -8.447  -2.185  -5.272  0.07
H  -8.628  -0.210  -3.803  0.14
H  -6.149  0.060  -3.205  0.12
H  -5.791  -0.929  -4.617  0.12
H  -4.969  -3.007  -3.100  0.08
H  -5.792  -2.930  -1.641  0.07
H  -4.729  -1.570  -2.197  0.07
H  -8.355  1.376  -5.830  0.07
H  -7.004  0.862  -5.962  0.07

Atoms 1-2, force components in eV/Å:
C 0.44 -0.16 -0.86
C -0.97 0.46 -0.45

=====

(2)
A structure of composition C62H44ClInNO12, computed with the ωB97M-V functional and the def2-TZVPD basis.

As for the net charge: -1. As for the LUMO energy: 0.152 eV. Its total energy is -3997.1657 hartree. The frontier orbital gap is 0.225 hartree.

Each line ends with the Löwdin charge.
Atoms and positions in Å:
C  -0.938  0.433  -5.686  -0.07
C  -2.205  1.062  -5.153  -0.20
O  -1.922  1.898  -4.021  -0.04
C  -1.827  1.313  -2.821  -0.49
O  -2.025  0.130  -2.651  0.08
C  -1.401  2.275  -1.748  -0.12
C  -1.839  3.735  -1.874  -0.29
C  -1.276  4.545  -3.040  -0.30
In  0.797  4.176  -3.596  0.40
Cl  1.283  5.769  -5.349  -0.13
O  1.898  4.785  -1.780  -0.28
N  3.149  4.861  -2.077  -0.22
O  3.454  4.333  -3.123  -0.14
H  -1.182  -0.305  -6.451  0.08
H  -0.398  -0.068  -4.884  0.08
H  -0.287  1.188  -6.121  0.07
H  -2.659  1.736  -5.874  0.12
H  -2.933  0.306  -4.858  0.11
H  -0.308  2.220  -1.702  0.11
H  -1.772  1.836  -0.820  0.12
H  -1.527  4.215  -0.943  0.10
H  -2.937  3.754  -1.866  0.11
H  -1.811  4.338  -3.966  0.03
H  -1.421  5.606  -2.823  0.03
H  1.192  2.556  -4.100  -0.06
C  -4.573  10.309  3.959  -0.07
C  -3.866  9.947  5.101  -0.07
C  -2.674  9.253  4.988  -0.01
C  -2.183  8.913  3.732  -0.08
C  -2.895  9.271  2.589  -0.08
C  -4.089  9.973  2.707  -0.01
C  -2.402  8.909  1.222  -0.28
O  -3.025  9.243  0.236  0.10
C  -1.138  8.131  1.134  -0.09
C  -0.669  7.748  -0.118  0.01
C  0.508  7.026  -0.230  -0.04
C  1.225  6.689  0.912  -0.04
C  0.769  7.069  2.163  0.00
C  -0.415  7.789  2.283  -0.09
C  -0.887  8.170  3.639  -0.28
O  -0.260  7.898  4.641  0.10
H  -5.504  10.855  4.049  0.10
H  -4.247  10.208  6.080  0.10
H  -2.102  8.963  5.859  0.12
H  -4.619  10.240  1.803  0.12
H  -1.244  8.020  -0.993  0.12
H  0.880  6.705  -1.193  0.09
H  2.140  6.119  0.808  0.11
H  1.312  6.815  3.062  0.12
C  -5.609  -8.354  -1.774  -0.06
C  -4.577  -8.142  -2.683  -0.06
C  -4.074  -6.867  -2.877  -0.01
C  -4.601  -5.796  -2.162  -0.10
C  -5.640  -6.007  -1.258  -0.08
C  -6.141  -7.290  -1.066  0.00
C  -6.231  -4.876  -0.482  -0.28
O  -7.134  -5.065  0.304  0.10
C  -5.667  -3.517  -0.715  -0.09
C  -6.212  -2.443  -0.024  -0.01
C  -5.694  -1.171  -0.206  -0.05
C  -4.628  -0.966  -1.073  -0.04
C  -4.078  -2.030  -1.769  0.01
C  -4.599  -3.308  -1.595  -0.08
C  -4.004  -4.438  -2.360  -0.30
O  -3.058  -4.284  -3.102  0.11
H  -5.994  -9.353  -1.618  0.11
H  -4.161  -8.975  -3.234  0.11
H  -3.265  -6.677  -3.570  0.12
H  -6.943  -7.430  -0.354  0.12
H  -7.035  -2.627  0.653  0.12
H  -6.119  -0.334  0.334  0.11
H  -4.208  0.021  -1.212  0.10
H  -3.242  -1.869  -2.435  0.11
C  -1.075  -5.189  0.853  -0.04
C  -1.629  -5.970  -0.155  -0.03
C  -1.481  -7.346  -0.132  0.01
C  -0.772  -7.951  0.898  -0.08
C  -0.209  -7.167  1.908  -0.08
C  -0.366  -5.786  1.882  0.00
C  0.568  -7.781  3.021  -0.28
O  1.044  -7.111  3.911  0.11
C  0.743  -9.266  2.999  -0.08
C  1.493  -9.866  4.004  0.00
C  1.664  -11.240  4.012  -0.06
C  1.084  -12.022  3.019  -0.06
C  0.335  -11.429  2.017  -0.01
C  0.163  -10.050  2.002  -0.08
C  -0.641  -9.435  0.903  -0.28
O  -1.162  -10.123  0.051  0.10
H  -1.198  -4.113  0.831  0.11
H  -2.173  -5.510  -0.967  0.09
H  -1.917  -7.969  -0.902  0.11
H  0.077  -5.200  2.676  0.12
H  1.932  -9.236  4.766  0.12
H  2.252  -11.705  4.793  0.11
H  1.217  -13.096  3.029  0.10
H  -0.126  -12.015  1.234  0.12
C  10.901  2.040  2.415  -0.07
C  10.375  3.263  2.818  -0.07
C  9.111  3.646  2.405  -0.01
C  8.366  2.809  1.582  -0.08
C  8.895  1.586  1.174  -0.08
C  10.163  1.203  1.596  -0.01
C  8.124  0.669  0.278  -0.28
O  8.588  -0.402  -0.057  0.10
C  6.787  1.127  -0.182  -0.09
C  6.063  0.315  -1.046  0.00
C  4.812  0.714  -1.486  -0.04
C  4.275  1.925  -1.066  -0.04
C  4.993  2.742  -0.209  0.01
C  6.247  2.347  0.239  -0.08
C  6.997  3.245  1.160  -0.28
O  6.531  4.288  1.564  0.11
H  11.889  1.741  2.742  0.10
H  10.955  3.918  3.456  0.10
H  8.677  4.590  2.706  0.12
H  10.548  0.248  1.268  0.12
H  6.499  -0.623  -1.362  0.12
H  4.250  0.085  -2.164  0.11
H  3.302  2.238  -1.421  0.09
H  4.598  3.698  0.109  0.11

Atoms 1-2, force components in eV/Å:
C 0.05 0.01 -0.07
C -0.08 -0.13 0.16

=====

For the records above, the corresponding E_HOMO values read -8.51, -5.96 eV.
For the records above, the corresponding molar mass values read 1389.1, 1145.3 g/mol.